No. 1
The following is a DFT calculation (the ωB97M-V functional and the def2-TZVPD basis) of a 3-piece molecular cluster, CH2INO4 overall.

Positions of all 9 atoms, in Å:
C (1.683, -1.379, 1.228)
N (-0.507, -0.069, 0.656)
O (1.023, -2.324, 1.623)
O (-0.827, -0.666, -0.298)
O (1.390, -0.260, 0.710)
O (-1.049, 0.394, 1.578)
I (-2.187, 2.664, -2.640)
H (2.856, -1.531, 1.247)
H (-2.382, 3.173, -4.105)

Calculated values
E_HOMO ... -10.34 eV
Orbital gap ... 0.291 Ha
Relative energy (zero: lowest compared OMol25 entry of this formula, charge and spin) ... 77.9 kJ/mol
LUMO energy ... -2.42 eV

=====

No. 2
The following is a DFT calculation (the ωB97M-V functional and the def2-TZVPD basis) of one molecule with the formula C5H9P.

Positions of all 15 atoms, in Å:
C (0.198, -2.236, -0.381)
C (0.631, -1.066, -0.081)
C (-2.078, 1.211, -0.542)
C (-0.265, -0.216, 0.919)
C (2.024, -0.524, -0.466)
P (-0.945, 1.535, 0.648)
H (-0.880, -2.619, -0.325)
H (-2.438, 2.026, -1.305)
H (-2.932, 0.696, 0.064)
H (-1.167, -0.737, 1.179)
H (0.381, -0.158, 1.816)
H (2.616, -1.322, -0.828)
H (2.396, -0.308, 0.546)
H (1.937, 0.172, -1.212)
H (-0.073, 2.359, -0.138)

Calculated values
E_HOMO (spin up / spin down) ... -8.61 / -7.75 eV
Orbital gap (spin up / spin down) ... 0.300 / 0.275 Ha
Relative energy (zero: lowest compared OMol25 entry of this formula, charge and spin) ... 471.2 kJ/mol
LUMO energy (spin up / spin down) ... -0.44 / -0.26 eV

=====

No. 3
The following is a DFT calculation (the ωB97M-V functional and the def2-TZVPD basis) of a 8-piece molecular cluster, C14H37F10N6O13PS4 overall.

Positions of all 85 atoms, in Å:
C (0.065, -0.488, 1.633)
C (0.397, -0.555, 0.172)
O (1.698, -1.166, -0.001)
H (0.918, -0.095, 2.186)
H (-0.208, -1.478, 1.998)
H (-0.745, 0.201, 1.873)
H (0.473, 0.441, -0.265)
H (-0.314, -0.935, -0.562)
C (-2.134, 6.324, -2.708)
C (-2.921, 5.058, -2.953)
O (-3.655, 4.992, -3.908)
N (-2.537, 3.839, -2.082)
H (-2.535, 4.154, -1.122)
H (-3.214, 3.097, -2.182)
C (-1.198, 3.148, -2.547)
H (-2.406, 7.199, -3.298)
H (-1.066, 6.107, -2.697)
H (-2.532, 6.450, -1.700)
H (-0.418, 3.910, -2.552)
H (-1.202, 2.704, -3.542)
H (-0.929, 2.448, -1.757)
C (-0.764, -3.408, -3.931)
C (0.418, -3.398, -2.934)
O (0.625, -4.289, -2.140)
N (1.337, -2.143, -2.807)
H (1.107, -1.450, -3.505)
H (1.279, -1.808, -1.856)
C (2.787, -2.589, -3.028)
H (-1.280, -2.449, -3.984)
H (-1.441, -4.147, -3.502)
H (-0.353, -3.698, -4.898)
H (3.427, -1.734, -3.251)
H (2.799, -3.292, -3.860)
H (3.127, -3.100, -2.127)
C (0.680, -4.707, 3.396)
C (0.876, -4.097, 1.972)
O (0.039, -4.309, 1.090)
N (2.152, -3.302, 1.761)
H (2.096, -2.639, 1.001)
H (2.257, -2.756, 2.604)
C (3.334, -4.233, 1.646)
H (0.654, -5.784, 3.226)
H (-0.222, -4.489, 3.967)
H (1.593, -4.617, 3.985)
H (3.141, -4.855, 0.772)
H (3.576, -4.654, 2.621)
H (4.205, -3.617, 1.423)
C (3.490, 1.604, -1.705)
C (3.751, 2.001, -0.268)
O (4.742, 2.679, -0.038)
N (2.791, 1.645, 0.859)
H (2.226, 2.482, 0.874)
H (2.271, 0.803, 0.658)
C (3.443, 1.442, 2.296)
H (4.062, 2.079, -2.502)
H (2.431, 1.789, -1.883)
H (3.852, 0.579, -1.780)
H (3.618, 2.448, 2.677)
H (4.280, 0.743, 2.323)
H (2.651, 1.059, 2.939)
P (0.530, 4.435, 0.817)
F (0.617, 6.083, 0.543)
F (1.088, 4.135, -0.686)
F (2.063, 4.511, 1.351)
F (0.536, 2.860, 1.290)
F (0.152, 4.718, 2.431)
F (-0.994, 4.390, 0.344)
N (-4.036, -1.321, 4.744)
S (-3.894, -2.268, 6.173)
O (-2.822, -1.800, 7.043)
O (-4.236, -3.696, 6.093)
F (-5.207, -1.668, 6.838)
S (-3.014, -2.233, 3.978)
O (-3.615, -3.358, 3.298)
O (-1.631, -2.271, 4.370)
F (-2.967, -1.293, 2.629)
N (-3.858, 1.375, -2.182)
S (-2.928, 0.131, -3.009)
O (-3.670, -1.116, -3.304)
O (-1.488, -0.061, -2.660)
F (-2.717, 0.735, -4.531)
S (-3.525, 0.697, -0.838)
O (-2.449, 1.432, -0.143)
O (-3.655, -0.740, -0.599)
F (-4.873, 1.178, -0.064)

Calculated values
E_HOMO (spin up / spin down) ... -10.16 / -10.16 eV
Expectation value of S² ... 0.75
Spin multiplicity ... 2
Orbital gap (spin up / spin down) ... 0.219 / 0.084 Ha
LUMO energy (spin up / spin down) ... -4.21 / -7.88 eV
Total charge ... +1

=====

No. 4
The following is a DFT calculation (the ωB97M-V functional and the def2-TZVPD basis) of one molecule with the formula C3H6N4.

Positions of all 13 atoms, in Å:
C (-1.040, -0.013, -0.083)
C (0.887, 1.148, -0.009)
C (1.198, -0.314, 0.017)
H (-3.038, 0.224, 0.164)
H (-2.466, -1.350, 0.445)
H (1.270, 1.742, -0.794)
H (1.010, 1.706, 0.978)
H (3.019, -0.020, -0.091)
H (-0.196, -1.922, -0.239)
N (-2.340, -0.497, -0.176)
N (-0.623, 1.156, -0.126)
N (2.371, -0.865, -0.135)
N (-0.051, -0.995, 0.049)

Calculated values
E_HOMO ... -9.00 eV
SMILES string ... [H]/N=C1\CN=C(N)N1
Orbital gap ... 0.360 Ha
Relative energy (zero: lowest compared OMol25 entry of this formula, charge and spin) ... 49.3 kJ/mol
LUMO energy ... 0.79 eV

=====

No. 5
The following is a DFT calculation (the ωB97M-V functional and the def2-TZVPD basis) of C29H24AsF5IrN2O2S as an isolated structure.

Positions of all 65 atoms, in Å:
Ir (0.725, -2.092, -0.462)
F (2.897, -1.482, 6.063)
C (2.909, -1.693, 4.739)
C (1.777, -2.140, 4.087)
F (0.657, -2.370, 4.786)
C (1.813, -2.361, 2.725)
F (0.683, -2.844, 2.169)
C (2.932, -2.132, 1.937)
S (2.973, -2.392, 0.199)
C (4.052, -1.691, 2.638)
F (5.195, -1.446, 1.982)
C (4.055, -1.479, 4.003)
F (5.169, -1.059, 4.622)
C (1.392, -2.832, -3.525)
C (0.405, -1.681, -3.307)
C (-1.004, -2.133, -3.687)
C (0.830, -0.500, -4.179)
N (0.350, -1.190, -1.911)
H (1.359, -3.167, -4.568)
H (1.157, -3.668, -2.873)
H (2.410, -2.506, -3.293)
H (-1.042, -2.432, -4.740)
H (-1.717, -1.319, -3.525)
H (-1.300, -2.978, -3.062)
H (0.937, -0.810, -5.224)
H (1.787, -0.105, -3.829)
H (0.090, 0.301, -4.123)
O (-0.268, -6.272, -0.120)
C (-0.029, -5.117, -0.376)
N (0.162, -3.988, -0.661)
O (0.812, -0.006, 0.773)
As (-0.453, 1.031, 0.504)
C (-0.265, 2.431, 1.826)
C (0.972, 3.069, 1.865)
C (1.241, 4.010, 2.847)
C (0.276, 4.315, 3.798)
C (-0.947, 3.666, 3.777)
C (-1.217, 2.716, 2.796)
C (-2.252, 0.365, 0.697)
C (-3.315, 1.266, 0.693)
C (-4.620, 0.802, 0.782)
C (-4.860, -0.564, 0.871)
C (-3.803, -1.459, 0.870)
C (-2.493, -1.001, 0.780)
C (-0.310, 1.858, -1.221)
C (-1.401, 2.126, -2.033)
C (-1.202, 2.723, -3.274)
C (0.080, 3.047, -3.691)
C (1.171, 2.759, -2.882)
C (0.978, 2.157, -1.649)
H (1.736, 2.810, 1.144)
H (2.209, 4.495, 2.877)
H (0.488, 5.046, 4.568)
H (-1.694, 3.886, 4.530)
H (-2.160, 2.188, 2.813)
H (-3.133, 2.332, 0.616)
H (-5.445, 1.503, 0.775)
H (-5.878, -0.928, 0.937)
H (-3.986, -2.524, 0.928)
H (-1.664, -1.698, 0.750)
H (-2.402, 1.856, -1.723)
H (-2.051, 2.926, -3.915)
H (0.232, 3.512, -4.658)
H (2.175, 2.982, -3.220)
H (1.827, 1.878, -1.038)

Calculated values
E_HOMO ... -3.61 eV
Orbital gap ... 0.218 Ha
Relative energy (zero: lowest compared OMol25 entry of this formula, charge and spin) ... 0.0 kJ/mol
LUMO energy ... 2.33 eV
Total charge ... -1

=====

No. 6
The following is a DFT calculation (the ωB97M-V functional and the def2-TZVPD basis) of one molecule with the formula C5H6O3.

Positions of all 14 atoms, in Å:
C (-0.240, 0.560, -0.126)
C (-0.100, -0.909, 0.405)
C (0.428, 1.459, -1.231)
C (-1.007, 1.775, -0.824)
C (0.351, -2.199, 0.272)
O (-0.355, 0.944, 1.267)
O (-0.138, -0.415, 1.730)
O (0.643, -2.958, 1.375)
H (1.296, 2.105, -0.914)
H (0.664, 0.874, -2.055)
H (-1.175, 2.580, -0.008)
H (-1.756, 1.587, -1.522)
H (0.386, -2.845, -0.508)
H (1.003, -2.558, 2.140)

Calculated values
E_HOMO (spin up / spin down) ... -5.22 / -9.03 eV
Expectation value of S² ... 2.03
Spin multiplicity ... 3
Orbital gap (spin up / spin down) ... 0.226 / 0.288 Ha
Relative energy (zero: lowest compared OMol25 entry of this formula, charge and spin) ... 574.4 kJ/mol
LUMO energy (spin up / spin down) ... 0.92 / -1.19 eV

=====

No. 7
The following is a DFT calculation (the ωB97M-V functional and the def2-TZVPD basis) of a 2-piece molecular cluster, C6H14N4 overall.

Positions of all 24 atoms, in Å:
C (1.767, 0.406, 1.171)
C (0.687, -2.602, -0.234)
C (2.049, 1.606, -0.894)
C (-2.053, 0.238, 1.278)
C (-1.812, 1.237, -1.120)
C (-0.629, -0.676, -0.447)
N (1.974, 0.130, 2.322)
N (-0.214, -1.630, 0.339)
N (1.390, 0.807, 0.084)
N (-1.508, 0.249, -0.117)
H (1.746, -2.591, 0.072)
H (0.195, -3.506, 0.262)
H (0.524, -2.799, -1.371)
H (1.239, 2.119, -1.539)
H (2.726, 2.196, -0.252)
H (2.541, 0.891, -1.581)
H (-2.992, -0.370, 1.266)
H (-1.272, -0.152, 1.817)
H (-2.319, 1.281, 1.416)
H (-1.104, 1.328, -1.878)
H (-2.865, 1.001, -1.460)
H (-1.889, 2.284, -0.515)
H (-0.285, -0.735, -1.505)
H (2.104, -0.712, 2.885)

Calculated values
E_HOMO ... -7.70 eV
SMILES string ... C/N=C/N(C)C.CN=C=N
Orbital gap ... 0.314 Ha
Relative energy (zero: lowest compared OMol25 entry of this formula, charge and spin) ... 316.1 kJ/mol
LUMO energy ... 0.83 eV

=====

No. 8
The following is a DFT calculation (the ωB97M-V functional and the def2-TZVPD basis) of a 2-piece molecular cluster, C4H12OS2 overall.

Positions of all 19 atoms, in Å:
C (-1.299, 1.230, -0.549)
C (-1.700, 1.030, 0.978)
C (-2.002, 0.261, -1.531)
S (-1.763, -1.561, -1.034)
S (-0.003, -1.617, -0.005)
C (1.235, -2.135, -1.298)
H (-0.239, 1.048, -0.671)
H (-1.594, 2.240, -0.809)
H (-1.698, 2.064, 1.384)
H (-0.975, 0.623, 1.679)
H (-2.727, 0.663, 0.982)
H (-1.681, 0.357, -2.565)
H (-3.065, 0.248, -1.232)
H (0.710, -2.152, -2.259)
H (1.456, -3.199, -1.167)
H (2.143, -1.537, -1.323)
H (5.058, 1.030, 3.501)
H (3.715, 0.990, 2.815)
O (4.431, 0.417, 3.102)

Calculated values
E_HOMO ... -8.78 eV
SMILES string ... CCCSSC.O
Orbital gap ... 0.343 Ha
Relative energy (zero: lowest compared OMol25 entry of this formula, charge and spin) ... 88.0 kJ/mol
LUMO energy ... 0.55 eV

=====

No. 9
The following is a DFT calculation (the ωB97M-V functional and the def2-TZVPD basis) of one molecule with the formula C3H5N3.

Positions of all 11 atoms, in Å:
C (-1.459, -0.414, 0.027)
C (-0.049, 0.007, -0.028)
N (0.991, -0.846, -0.217)
N (2.179, -0.142, -0.174)
N (1.908, 1.098, -0.058)
C (0.552, 1.237, -0.020)
H (-2.059, 0.146, 0.739)
H (-1.980, -0.287, -0.919)
H (-1.641, -1.453, 0.297)
H (1.473, -1.553, 0.347)
H (0.086, 2.207, 0.008)

Calculated values
E_HOMO ... -9.72 eV
SMILES string ... Cc1cnn[nH]1
Orbital gap ... 0.389 Ha
Relative energy (zero: lowest compared OMol25 entry of this formula, charge and spin) ... 184.8 kJ/mol
LUMO energy ... 0.87 eV

=====

No. 10
The following is a DFT calculation (the ωB97M-V functional and the def2-TZVPD basis) of a 4-piece molecular cluster, C27H54I2N4O9P overall.

Positions of all 97 atoms, in Å:
C (-3.205, -0.967, 4.978)
C (-4.048, -0.986, 3.743)
I (-3.487, 0.392, 2.282)
C (-5.067, -1.804, 3.511)
I (-5.509, -3.323, 4.902)
O (-5.780, -1.761, 2.323)
C (-6.945, -1.065, 2.287)
O (-7.289, -0.443, 1.333)
C (-7.892, -1.234, 3.456)
C (-8.579, -2.447, 3.512)
C (-9.461, -2.676, 4.531)
N (-9.645, -1.735, 5.467)
C (-9.018, -0.552, 5.426)
C (-8.127, -0.256, 4.422)
P (-7.307, 1.382, 4.429)
O (-6.466, 1.632, 3.251)
H (-2.709, -0.006, 5.068)
H (-2.421, -1.721, 4.908)
H (-3.787, -1.123, 5.883)
H (-8.436, -3.213, 2.766)
H (-10.006, -3.601, 4.614)
H (-10.277, -1.923, 6.235)
H (-9.227, 0.144, 6.225)
H (-6.594, 1.361, 5.639)
H (-8.382, 2.273, 4.565)
C (2.286, 1.523, -3.969)
O (0.909, 1.230, -4.123)
C (0.586, -0.152, -4.084)
C (-0.131, -0.524, -2.804)
N (0.759, -0.456, -1.653)
C (0.096, -0.535, -0.357)
C (-0.933, 0.531, 0.006)
O (-0.403, 1.822, 0.229)
C (-0.167, 2.600, -0.933)
H (2.434, 2.565, -4.247)
H (2.619, 1.399, -2.932)
H (2.898, 0.901, -4.621)
H (1.476, -0.771, -4.232)
H (-0.094, -0.342, -4.919)
H (-0.514, -1.545, -2.896)
H (-0.992, 0.152, -2.708)
H (1.283, 0.408, -1.694)
H (0.879, -0.503, 0.406)
H (-0.385, -1.516, -0.276)
H (-1.375, 0.239, 0.968)
H (-1.761, 0.576, -0.715)
H (-0.904, 2.396, -1.713)
H (0.838, 2.437, -1.330)
H (-0.243, 3.648, -0.645)
C (3.543, 2.899, -7.181)
O (4.057, 1.634, -6.813)
C (3.287, 0.533, -7.281)
C (3.992, -0.209, -8.396)
N (4.033, 0.576, -9.621)
C (4.916, 0.052, -10.660)
C (6.403, -0.090, -10.356)
O (7.097, 1.133, -10.214)
C (7.005, 1.747, -8.945)
H (4.069, 3.647, -6.588)
H (3.713, 3.125, -8.239)
H (2.472, 2.971, -6.969)
H (2.282, 0.843, -7.581)
H (3.181, -0.156, -6.437)
H (3.456, -1.143, -8.591)
H (4.996, -0.466, -8.031)
H (4.324, 1.518, -9.398)
H (4.822, 0.716, -11.522)
H (4.535, -0.926, -10.971)
H (6.857, -0.583, -11.219)
H (6.595, -0.740, -9.493)
H (6.951, 1.009, -8.139)
H (6.145, 2.421, -8.880)
H (7.904, 2.347, -8.806)
C (1.086, 0.241, 3.850)
O (1.986, -0.778, 4.227)
C (3.231, -0.321, 4.741)
C (3.325, -0.552, 6.234)
N (2.416, 0.323, 6.962)
C (2.228, -0.009, 8.371)
C (1.661, -1.377, 8.730)
O (0.302, -1.568, 8.371)
C (0.075, -1.941, 7.029)
H (0.285, -0.231, 3.282)
H (0.637, 0.734, 4.721)
H (1.564, 0.995, 3.219)
H (3.401, 0.730, 4.490)
H (4.012, -0.909, 4.253)
H (4.350, -0.354, 6.562)
H (3.115, -1.616, 6.410)
H (1.513, 0.305, 6.509)
H (1.554, 0.743, 8.788)
H (3.188, 0.110, 8.884)
H (1.688, -1.459, 9.819)
H (2.274, -2.200, 8.343)
H (0.879, -2.570, 6.637)
H (-0.051, -1.070, 6.378)
H (-0.855, -2.513, 7.003)

Calculated values
E_HOMO ... -9.50 eV
Orbital gap ... 0.163 Ha
LUMO energy ... -5.07 eV
Total charge ... +1

=====

No. 11
The following is a DFT calculation (the ωB97M-V functional and the def2-TZVPD basis) of one molecule with the formula C5H8O3.

Positions of all 16 atoms, in Å:
C (-0.043, 0.696, 1.319)
C (-0.798, -0.699, 1.076)
C (-1.219, -0.348, -1.061)
C (0.017, -0.623, -1.644)
C (1.451, 0.535, -0.400)
H (-1.147, 1.365, 1.468)
H (0.554, 0.587, 2.429)
H (-1.429, -0.998, 1.890)
H (-0.225, -1.671, 0.821)
H (-1.991, -0.069, -1.972)
H (0.520, -0.356, -2.677)
H (1.842, 0.984, -1.304)
H (2.579, 0.396, 0.184)
O (-1.860, -0.586, 0.047)
O (1.011, -0.729, -0.601)
O (0.739, 1.515, 0.425)

Calculated values
E_HOMO ... -9.01 eV
SMILES string ... C1=C\OCOCCO/1
Orbital gap ... 0.363 Ha
Relative energy (zero: lowest compared OMol25 entry of this formula, charge and spin) ... 622.9 kJ/mol
LUMO energy ... 0.86 eV

=====

No. 12
The following is a DFT calculation (the ωB97M-V functional and the def2-TZVPD basis) of an isolated ion of composition C3H4N3 and charge +1.

Positions of all 10 atoms, in Å:
C (-0.411, 1.149, 0.866)
C (0.743, 0.181, -0.686)
C (-0.457, -0.609, -0.435)
N (0.611, 1.301, 0.110)
N (-0.992, -0.138, 0.717)
N (1.429, -0.709, -1.224)
H (-0.838, 1.789, 1.627)
H (-0.682, -1.621, -0.964)
H (-1.904, -0.425, 1.251)
H (2.500, -0.918, -1.263)

Calculated values
E_HOMO ... -15.61 eV
SMILES string ... [H]/N=C1/C=[NH+]C=N1
Orbital gap ... 0.331 Ha
Relative energy (zero: lowest compared OMol25 entry of this formula, charge and spin) ... 57.4 kJ/mol
LUMO energy ... -6.60 eV
Total charge ... +1

=====

> Number 11 is which compound?

C5H8O3

=====

> What is the formula in the fifth record?

C29H24AsF5IrN2O2S